[1]
DFT (ωB97M-V/def2-TZVPD) results for 8 unconnected molecules or ions with the total composition C24H49Cl14NO3S in a non-equilibrium geometry.

Structure (XYZ):
```
92
Properties=species:S:1:pos:R:3:forces:R:3
C -4.10785 0.42371 -3.00737 0.1 -0.5 -0.5
O -3.46489 1.48737 -3.68786 -0.3 0.0 0.5
C -2.64339 2.29790 -2.87408 0.7 0.7 -0.6
C -1.15774 1.93823 -2.95549 -0.4 -0.2 0.5
C -0.89570 0.45923 -2.66241 0.2 0.5 -0.7
C 0.59104 0.09651 -2.49662 -0.7 -0.7 0.8
C 1.01651 -0.07063 -1.02413 0.8 0.2 -0.5
C 1.38599 1.24652 -0.31337 -0.7 -0.1 -0.2
C 0.17712 1.97429 0.31559 0.1 -0.9 0.2
C -0.11641 1.45534 1.74706 0.3 0.9 -1.7
N -0.89191 0.19093 1.65603 -0.8 0.5 1.7
S -0.31385 -1.01638 2.74360 0.9 -0.8 -0.1
C -2.27667 0.36876 1.71975 -1.0 -0.5 0.2
O -3.03818 -0.31158 2.37409 0.8 0.2 -0.7
O -2.78591 1.35432 0.91175 0.2 -0.1 0.4
H -5.14740 0.35326 -3.33085 -0.1 0.2 0.0
H -3.64012 -0.52289 -3.29441 0.1 0.0 0.2
H -4.07049 0.52181 -1.92198 0.0 0.1 0.0
H -2.72890 3.31498 -3.27124 -0.2 0.0 0.1
H -2.96839 2.33542 -1.82922 -0.2 -0.3 0.0
H -0.65173 2.57705 -2.22426 0.1 0.0 -0.1
H -0.77028 2.21996 -3.93251 0.1 -0.1 -0.1
H -1.48445 0.15550 -1.79215 0.1 -0.1 0.1
H -1.28632 -0.09375 -3.51881 -0.1 -0.1 0.1
H 0.73213 -0.88579 -2.95134 0.1 0.0 -0.1
H 1.24988 0.78697 -3.01939 0.0 0.1 0.0
H 0.26714 -0.65334 -0.48878 -0.1 0.1 0.1
H 1.92048 -0.68399 -1.04469 0.0 -0.1 0.1
H 2.13796 1.01955 0.44624 0.1 0.3 0.0
H 1.80835 1.90291 -1.07575 0.3 0.0 0.1
H -0.68710 1.70895 -0.28851 -0.1 0.4 -0.1
H 0.29412 3.05794 0.30360 0.1 0.0 0.1
H -0.64550 2.23948 2.29991 -0.1 -0.3 0.4
H 0.84985 1.27977 2.20688 -0.2 -0.2 0.4
H -1.25433 -1.21901 3.69189 -0.3 0.6 -0.3
H -2.42473 2.21513 1.15416 0.2 0.0 -0.2
Cl -2.13482 -4.75849 0.37000 0.0 0.0 0.0
C -2.20778 -4.05091 2.00691 0.0 0.1 0.0
C -2.02359 -5.08275 3.08752 0.1 0.0 0.0
Cl -3.40771 -6.20474 3.19653 0.1 -0.2 -0.1
H -3.15880 -3.53875 2.10779 0.0 -0.1 0.0
H -1.41349 -3.30979 2.07170 0.0 -0.1 -0.1
H -1.94439 -4.58933 4.05468 0.0 0.0 0.0
H -1.12352 -5.67094 2.92670 0.0 -0.1 -0.1
Cl 3.25453 -3.34918 0.17898 0.0 0.0 0.0
C 3.18742 -2.61735 1.80334 0.1 0.1 0.0
C 3.31528 -3.65019 2.89210 0.1 0.1 0.1
Cl 1.88819 -4.72119 2.97841 0.0 0.0 0.0
H 2.25548 -2.06530 1.88560 -0.1 0.0 0.0
H 4.01330 -1.91083 1.86801 0.0 0.0 0.0
H 3.39906 -3.16676 3.86602 -0.1 0.0 -0.2
H 4.19405 -4.27304 2.74063 -0.1 -0.1 -0.1
Cl 4.80481 0.55681 2.89178 0.0 0.0 0.0
C 6.33886 -0.26192 3.27904 0.1 0.0 0.1
C 7.34210 -0.13791 2.16252 0.1 0.0 0.0
Cl 6.84483 -1.06378 0.72348 0.0 0.0 0.0
H 6.11756 -1.30414 3.49859 0.0 0.0 0.0
H 6.72721 0.20351 4.18350 0.0 0.0 0.0
H 8.30190 -0.53830 2.48544 0.0 0.0 0.0
H 7.48235 0.89854 1.86610 -0.1 0.0 0.0
Cl 1.89275 0.15363 -5.67963 0.0 0.0 -0.1
C 1.41394 1.52854 -6.71894 -0.3 -0.3 0.0
C 2.16916 2.78430 -6.36619 0.0 0.0 -0.2
Cl 1.71983 3.44707 -4.76977 0.1 0.0 0.0
H 0.32504 1.66044 -6.63894 1.1 -0.3 0.0
H 1.64386 1.24611 -7.74607 0.1 0.0 0.0
H 1.95407 3.55816 -7.10242 -0.1 0.0 0.0
H 3.24191 2.60895 -6.35511 0.0 0.0 0.1
Cl -0.59871 3.15896 -9.97517 0.0 0.0 0.0
C -1.76631 4.17938 -9.09496 -0.1 0.1 -0.1
C -1.29379 4.49351 -7.70027 0.0 0.1 0.1
Cl -1.28988 3.04739 -6.65775 -0.8 0.6 0.0
H -2.72369 3.66489 -9.08483 0.0 -0.1 0.0
H -1.87531 5.10221 -9.66242 0.1 0.0 0.0
H -1.96031 5.21847 -7.23601 0.0 0.0 0.0
H -0.28767 4.90735 -7.70531 0.0 -0.1 0.0
Cl 4.12869 -1.67115 5.93070 0.0 0.1 0.1
C 3.12308 -0.76488 7.09558 0.0 0.0 0.2
C 1.79161 -0.36602 6.51355 -0.1 0.0 0.0
Cl 1.94737 0.86839 5.24182 0.1 0.1 0.0
H 3.69178 0.10009 7.42680 0.0 0.0 -0.1
H 2.96482 -1.42120 7.94973 0.0 0.0 0.0
H 1.16356 0.06163 7.29346 0.1 0.0 0.0
H 1.27373 -1.22244 6.08660 0.1 0.0 -0.1
Cl -4.53397 -3.44522 4.45371 -0.2 0.2 0.1
C -5.36066 -1.88529 4.18589 0.1 0.2 0.0
C -6.51202 -1.68166 5.13636 0.0 0.1 0.0
Cl -7.86155 -2.80053 4.81309 0.0 0.0 0.0
H -5.68686 -1.85479 3.14961 0.0 -0.1 0.0
H -4.61875 -1.10246 4.33223 0.0 0.0 0.0
H -6.90335 -0.67176 5.02419 0.0 0.0 -0.1
H -6.20357 -1.81978 6.16977 0.0 -0.1 0.0
```
Forces are in eV/Å.

Output
E_HOMO ... -9.225 eV
SMILES string ... COCCCCCCCCN(S)C(=O)O.ClCCCl.ClCCCl.ClCCCl.ClCCCl.ClCCCl.ClCCCl.ClCCCl
Electronic energy ... -219465.2310 eV
Multiplicity ... 1
E_LUMO ... 0.2 eV
Gap between HOMO and LUMO ... 9.42 eV

=====

[2]
DFT (ωB97M-V/def2-TZVPD) results for a molecular structure, C24H50BClF4P2ReSi2 in a non-equilibrium geometry.

Structure (XYZ):
```
85
Properties=species:S:1:pos:R:3:forces:R:3
Re -0.18219 -0.04425 -0.33587 -1.3 0.8 7.5
C 1.87891 -0.11704 -1.32138 0.0 -0.3 -0.5
C 1.20020 -1.32094 -1.63839 1.2 -1.1 -1.7
C -0.03377 -0.91781 -2.24839 0.9 -0.8 -1.3
Si 1.92150 -3.03618 -1.31055 -0.4 0.4 0.5
C -0.03294 0.51400 -2.38776 0.9 0.6 -1.1
C 1.19772 1.01169 -1.85394 1.0 0.9 -1.7
Si 1.92124 2.74357 -1.83066 -0.3 0.1 0.6
H 2.84858 -0.07846 -0.84127 -0.2 0.1 0.3
H -0.80210 -1.59847 -2.58245 0.0 0.1 -0.1
H -0.81259 1.13348 -2.82194 0.2 -0.3 0.0
Cl -1.78414 0.01193 1.69300 -1.5 0.3 -0.4
C 3.79112 2.76257 -1.73374 0.0 -0.3 -0.1
C 1.41929 3.74731 -3.31771 0.1 0.0 -0.3
C 3.79082 -3.01365 -1.21147 -0.1 0.2 -0.2
C 1.41619 -4.26929 -2.61715 0.1 0.0 -0.2
H 2.08032 3.45643 -4.14607 -0.2 0.1 0.1
H 1.57358 4.81708 -3.12565 -0.1 -0.2 0.0
H 0.38367 3.59047 -3.63433 0.2 0.1 0.0
H 4.15544 2.21244 -0.85762 0.0 0.1 -0.2
H 4.13990 3.80191 -1.66519 -0.1 -0.2 0.0
H 4.22132 2.31310 -2.63837 0.0 0.1 0.2
H 2.06020 -4.09810 -3.49293 -0.2 -0.1 0.1
H 0.36877 -4.18827 -2.92924 0.2 -0.1 0.0
H 1.60354 -5.28686 -2.24734 -0.1 0.2 -0.1
H 4.21742 -2.73270 -2.18498 0.0 -0.1 0.3
H 4.13509 -4.02429 -0.95088 0.0 0.2 0.0
H 4.13993 -2.31033 -0.44422 0.0 -0.2 -0.2
C 1.23853 3.44965 -0.22857 -0.1 0.3 -0.1
C 1.22146 -3.43093 0.38901 0.1 -0.4 -0.2
P -0.44192 2.76271 0.10417 0.0 0.5 0.1
H 1.24589 4.55071 -0.23999 0.0 -0.3 0.1
H 1.88818 3.13079 0.60571 -0.2 0.0 -0.2
P -0.44844 -2.68051 0.61295 0.2 -0.8 -0.1
H 1.89035 -2.98859 1.14795 -0.3 0.0 -0.2
H 1.21993 -4.51910 0.55369 0.0 0.3 0.1
C -0.89047 -3.27587 2.32049 -0.5 -0.2 -0.3
C -1.52940 -3.71941 -0.56630 0.7 0.5 0.6
C -1.52184 3.57589 -1.22621 0.6 -0.2 0.4
C -0.92622 3.64260 1.67522 0.0 0.5 -0.2
C -0.69816 2.74762 2.87102 -0.3 -0.6 0.0
H -2.00914 3.82823 1.54379 0.3 0.0 0.2
C -0.20029 4.95424 1.94375 0.1 0.5 0.1
H 0.87114 4.80559 2.15586 -0.4 -0.1 -0.1
H -0.62588 5.40464 2.84844 0.0 0.0 -0.1
H -0.28530 5.68426 1.14202 0.1 0.1 0.0
H -1.17487 1.79122 2.64185 0.5 0.3 0.6
H -1.16727 3.15593 3.77068 0.1 0.1 0.0
H 0.37393 2.60677 3.05435 -0.4 0.1 -0.1
H -1.09559 3.18228 -2.16382 -0.2 0.3 0.2
C -1.41517 5.09778 -1.19499 -0.3 0.1 -0.3
C -2.99593 3.16807 -1.12943 -0.2 0.1 -0.2
H -0.39350 5.47071 -1.34455 -0.3 -0.1 0.2
H -1.82470 5.47951 -0.24680 0.2 0.0 -0.4
H -2.03724 5.49017 -2.01219 0.2 0.1 0.2
H -3.20776 2.17524 -1.52998 0.1 0.2 0.2
H -3.58857 3.85866 -1.73821 0.0 0.1 0.1
H -3.37499 3.22780 -0.10208 0.0 -0.1 -0.2
H -1.10495 -3.48422 -1.55567 -0.2 -0.2 0.2
C -2.99638 -3.28809 -0.54213 -0.3 -0.2 -0.1
C -1.43121 -5.21406 -0.27795 -0.3 -0.1 -0.3
H -0.40726 -5.60384 -0.35475 -0.3 0.1 0.1
H -2.04639 -5.72757 -1.03092 0.2 -0.1 0.2
H -1.85530 -5.42972 0.71609 0.2 0.0 -0.4
H -3.20940 -2.37449 -1.10052 0.2 -0.2 0.2
H -3.38338 -3.17361 0.47620 0.1 0.1 -0.1
H -3.59042 -4.07186 -1.01889 0.0 0.0 0.0
C -0.59760 -2.21840 3.35764 0.4 0.2 0.2
C -0.23967 -4.57640 2.77146 0.1 -0.3 0.1
H -1.97182 -3.41895 2.25661 -0.2 0.0 0.0
H 0.82752 -4.38560 2.91918 -0.1 -0.2 0.1
H -0.36046 -5.42663 2.09250 0.1 0.2 0.1
H -0.66992 -4.87198 3.74183 0.2 0.1 -0.2
H 0.46617 -2.16865 3.55387 0.0 -0.3 -0.1
H -1.08539 -2.45129 4.29879 -0.2 -0.1 0.2
H -0.89989 -1.22683 3.03081 0.1 -0.5 0.4
C -2.11991 -0.03630 -0.97172 -2.6 -0.2 -0.3
H -2.56001 -0.13191 -1.99086 0.9 0.1 0.3
H -2.51772 -0.88441 -0.36622 0.0 1.0 -0.6
H -2.50204 0.90162 -0.52276 -0.1 -1.0 -0.3
F 0.77601 0.12429 1.49647 0.9 -0.1 -1.6
B 1.12057 0.36879 4.47981 0.2 -0.8 0.0
F 1.65997 -0.86452 4.45113 -0.1 1.3 0.3
F -0.08044 0.53775 5.01468 0.6 0.0 -0.3
F 1.86553 1.39091 4.09397 -0.2 -0.2 0.2
```
Forces are in eV/Å.

Output
E_HOMO (spin up / spin down) ... -5.478 / -7.771 eV
Energy above the lowest of the compared OMol25 structures with the same formula, charge and spin ... 0.0 kcal/mol
Electronic energy ... -86235.5953 eV
Multiplicity ... 4
E_LUMO (spin up / spin down) ... 0.4 / -0.8 eV
Gap between HOMO and LUMO (spin up / spin down) ... 5.87 / 6.98 eV

=====

Question: Number 2 is which compound?
Answer: C24H50BClF4P2ReSi2

=====

Question: Among the records above, which one has the lowest multiplicity?
Answer: C24H49Cl14NO3S